Below is a cluster of 2 separate species, C13H8F7N2O2 in total, with properties calculated with wB97M-V/def2-TZVPD.

Bonds (Å) are listed after each position.
CARTESIAN COORDINATES (ANGSTROEM)
1 O -3.0207 -0.7605 -2.7818  C6 1.259
2 F 2.8572 1.9164 0.1414  C10 1.382
3 C -3.4437 -0.6201 2.0065  H18 1.103, C25 1.479, C29 1.401
4 C 3.9304 0.2100 1.3916  F5 1.354, C10 1.578, F12 1.362, C23 1.587
5 F 3.7188 -0.8820 2.1632  C4 1.354
6 C -3.3932 -0.5211 -3.9605  O1 1.259, C26 1.538, O30 1.248
7 H -1.8419 -0.6875 -1.0777  C13 1.124
8 H -4.1340 -0.9860 -0.1204  C25 1.104
9 F 5.3859 0.7737 -0.4883  C23 1.342
10 C 2.7174 0.5770 0.4506  F2 1.382, C4 1.578, C14 1.557, F20 1.366
11 C 1.1172 0.4877 2.5082  C14 1.450, N17 1.334, H24 1.109
12 F 4.2398 1.3311 2.1004  C4 1.362
13 C -2.0033 -0.5697 0.0281  H7 1.124, C25 1.391, C32 1.461
14 C 1.3203 0.3105 1.0837  C10 1.557, C11 1.450, N22 1.331
15 H -1.9642 1.1338 -3.9952  C26 1.092
16 F 6.2890 -0.1247 1.2718  C23 1.378
17 N -0.0259 0.2896 3.1669  C11 1.334, C28 1.374
18 H -4.4657 -0.7597 2.3967  C3 1.103
19 H -3.4413 1.4141 -4.9350  C26 1.092
20 F 2.7468 -0.1061 -0.7318  C10 1.366
21 F 5.1014 -1.4000 -0.0145  C23 1.347
22 N 0.3510 -0.0447 0.2430  C14 1.331, C32 1.369
23 C 5.1707 -0.1440 0.4666  C4 1.587, F9 1.342, F16 1.378, F21 1.347
24 H 1.9883 0.8185 3.1098  C11 1.109
25 C -3.2831 -0.7523 0.5426  C3 1.479, H8 1.104, C13 1.391
26 C -2.6989 0.6642 -4.6524  C6 1.538, H15 1.092, H19 1.092, H27 1.092
27 H -2.1878 0.3189 -5.5538  C26 1.092
28 C -1.0176 -0.0720 2.2871  N17 1.374, C29 1.462, C32 1.440
29 C -2.3578 -0.2895 2.8282  C3 1.401, C28 1.462, H31 1.104
30 O -4.2493 -1.1112 -4.6498  C6 1.248
31 H -2.5495 -0.1941 3.9112  C29 1.104
32 C -0.8565 -0.2203 0.8637  C13 1.461, N22 1.369, C28 1.440

**Total energy**: -1459.3138 a.u.
**Total charge**: -1
**Lowest unoccupied orbital energy**: 1.637 eV

Atomic partial charges in e from the Mulliken method, atoms 1 to 4: number 1, O, carries -0.64; number 2, F, carries -0.29; number 3, C, carries -0.28; number 4, C, carries 0.50